(1)
Formula: C39H45FN9O3PPt
Source: the Open Molecules 2025 dataset
Level of theory: ωB97M-V/def2-TZVPD

Properties
* calculated total energy: -2791.59543 Ha
* HOMO energy (spin up / spin down): -11.17 / -11.42 eV
* relative energy (zero: lowest compared OMol25 entry of this formula, charge and spin): 83.8 kcal/mol

The geometry in ORCA input format:
```
! wB97M-V def2-TZVPD RIJCOSX def2/J DEFGRID3
* xyz 2 1
Pt 1.828 -1.172 0.254
C 4.729 -5.525 2.336
N 4.209 -4.184 2.338
C 4.441 -3.238 3.282
C 3.737 -2.126 2.909
N 3.082 -2.391 1.759
C 3.379 -3.639 1.417
P 2.871 -4.531 -0.101
C 3.381 -3.215 -1.270
N 3.522 -1.933 -0.954
C 3.888 -1.282 -2.081
C 4.010 -2.193 -3.090
N 3.699 -3.408 -2.567
C 3.650 -4.639 -3.300
C 1.091 -4.118 -0.031
N 0.532 -3.107 0.622
C -0.803 -3.239 0.444
C -1.054 -4.345 -0.320
N 0.149 -4.895 -0.613
C 0.366 -6.015 -1.485
H 5.290 -5.698 3.252
H 5.389 -5.685 1.482
H 3.912 -6.246 2.287
H 5.070 -3.412 4.128
H 3.678 -1.170 3.385
H 4.055 -0.223 -2.082
H 4.285 -2.067 -4.115
H 4.297 -4.551 -4.171
H 2.633 -4.839 -3.640
H 3.989 -5.464 -2.671
H -1.496 -2.546 0.878
H -1.972 -4.769 -0.669
H -0.526 -6.639 -1.504
H 1.212 -6.607 -1.130
H 0.565 -5.664 -2.500
F -2.800 2.735 2.542
C -2.964 2.163 1.323
C -1.949 1.343 0.893
C -2.011 0.719 -0.354
C -0.866 -0.012 -0.851
O 0.254 0.198 -0.298
C -1.134 -0.833 -1.988
C -2.278 -0.647 -2.700
N -3.221 0.281 -2.378
C -4.275 0.555 -3.311
C -4.391 1.938 -3.891
C -3.923 0.804 -4.748
C -3.159 0.911 -1.150
C -4.186 1.720 -0.675
C -4.109 2.395 0.554
N -5.186 3.195 0.974
C -5.851 4.056 0.016
C -7.357 4.038 0.336
N -7.514 3.761 1.790
C -6.487 4.501 2.561
C -5.135 3.832 2.284
C -0.157 -1.937 -2.410
O -0.563 -2.731 -3.247
O 0.969 -1.955 -1.852
H -1.088 1.188 1.520
H -2.460 -1.236 -3.588
H -5.189 0.006 -3.107
H -3.659 2.670 -3.586
H -5.378 2.342 -4.055
H -2.884 0.784 -5.035
H -4.589 0.415 -5.502
H -5.074 1.824 -1.275
H -5.684 3.708 -1.001
H -5.455 5.079 0.074
H -7.878 3.258 -0.222
H -7.806 5.003 0.103
H -7.344 2.758 1.944
H -8.463 3.985 2.103
H -6.713 4.465 3.626
H -6.498 5.544 2.242
H -4.947 3.068 3.040
H -4.338 4.584 2.358
C 1.887 1.384 2.602
C 2.657 1.758 1.315
C 1.744 2.681 0.479
C 3.053 0.510 0.606
C 3.968 2.477 1.572
C 4.434 2.825 2.832
C 5.671 3.429 2.981
C 6.454 3.713 1.871
C 5.987 3.388 0.606
C 4.767 2.764 0.461
H 1.122 0.642 2.354
H 1.410 2.264 3.025
H 2.552 0.952 3.343
H 0.810 2.178 0.262
H 2.217 2.947 -0.461
H 1.543 3.596 1.033
H 4.096 0.210 0.697
H 3.831 2.647 3.709
H 6.033 3.669 3.969
H 7.421 4.174 1.992
H 6.581 3.609 -0.268
H 4.414 2.485 -0.521
*
```

Atomic partial charges in e from the Löwdin method, atoms 1 to 2:
1 Pt 1.23
2 C -0.03

(2)
Formula: C85H171F12HgN11O17S4
Source: the Open Molecules 2025 dataset
Level of theory: ωB97M-V/def2-TZVPD

Properties
* calculated total energy: -8166.45161 Ha
* HOMO energy: -7.58 eV

The geometry in ORCA input format:
```
! wB97M-V def2-TZVPD RIJCOSX def2/J DEFGRID3
* xyz 0 1
Hg 1.032 1.046 3.173
C 2.893 -1.273 6.368
F 2.090 -0.969 7.344
F 4.097 -1.643 6.813
F 2.323 -2.300 5.745
S 3.039 0.264 5.134
O 4.252 1.002 5.497
O 3.077 -0.190 3.730
N 1.485 1.164 5.317
S 1.602 2.047 6.584
O 2.475 1.574 7.668
O 1.758 3.436 6.084
C -0.248 2.035 7.272
F -0.488 0.791 7.568
F -0.278 2.735 8.385
F -1.108 2.366 6.351
C -0.730 0.953 -1.015
F 0.524 0.814 -1.478
F -1.015 2.208 -0.896
F -1.653 0.415 -1.773
S -0.837 0.032 0.733
O -1.338 0.951 1.697
O -1.695 -1.130 0.584
N 0.782 -0.115 1.276
S 1.245 -1.454 0.627
O 1.362 -2.425 1.722
O 0.651 -1.903 -0.618
C 3.144 -1.034 0.147
F 3.719 -0.158 0.995
F 3.883 -2.126 0.144
F 3.112 -0.448 -1.030
C 5.683 3.427 -4.371
C 5.670 1.936 -4.008
C 4.163 1.610 -3.981
C 3.774 0.073 -4.203
C 4.472 -0.436 -5.452
C 5.957 -0.182 -5.536
N 6.312 1.189 -5.121
O 7.601 1.364 -5.256
C 6.558 -1.197 -4.515
C 6.433 -0.559 -7.001
C 6.355 1.669 -2.652
H 6.690 3.828 -4.493
H 5.208 3.860 -3.491
H 5.230 3.664 -5.334
H 3.776 1.978 -3.031
H 3.723 2.164 -4.811
H 2.726 -0.183 -4.359
H 4.074 -0.559 -3.367
H 4.091 0.133 -6.301
H 4.127 -1.418 -5.774
H 7.644 -1.107 -4.481
H 6.153 -0.957 -3.532
H 6.405 -2.221 -4.855
H 5.640 -0.780 -7.716
H 6.937 0.325 -7.391
H 7.053 -1.454 -6.946
H 6.230 2.498 -1.955
H 7.435 1.787 -2.750
H 6.103 0.744 -2.133
H 7.632 1.902 -6.050
C 1.192 5.871 3.249
C 0.545 4.720 2.512
C -0.272 5.322 1.262
C 0.604 5.685 0.101
C 1.386 4.472 -0.333
C 2.315 4.011 0.840
N 1.498 3.665 2.045
O 2.260 3.186 3.019
C 2.980 2.721 0.230
C 3.568 4.961 1.047
C -0.507 4.031 3.397
H 0.557 6.709 3.539
H 1.908 6.445 2.660
H 1.690 5.529 4.157
H -1.146 4.757 0.938
H -0.694 6.304 1.477
H 1.286 6.516 0.283
H 0.124 5.982 -0.831
H 1.907 4.718 -1.258
H 0.618 3.767 -0.651
H 2.189 2.005 0.008
H 3.587 2.943 -0.647
H 3.631 2.180 0.916
H 4.290 4.561 1.758
H 4.155 5.009 0.131
H 3.345 5.993 1.320
H -0.069 3.373 4.149
H -1.198 3.443 2.792
H -1.096 4.784 3.920
H 3.008 3.788 2.996
C 6.003 -8.445 0.944
C 5.327 -7.101 1.022
C 4.824 -6.859 -0.455
C 3.821 -5.661 -0.451
C 2.705 -6.079 0.519
C 3.065 -6.335 1.990
N 4.212 -7.262 1.951
O 4.615 -7.611 3.241
C 3.423 -5.020 2.747
C 1.797 -7.028 2.617
C 6.350 -5.920 1.308
H 5.233 -9.160 0.651
H 6.311 -8.760 1.941
H 6.915 -8.501 0.349
H 5.724 -6.565 -0.995
H 4.436 -7.717 -1.005
H 3.393 -5.531 -1.444
H 4.331 -4.745 -0.153
H 2.082 -6.835 0.042
H 2.033 -5.223 0.451
H 4.022 -5.274 3.622
H 4.192 -4.360 2.346
H 2.579 -4.442 3.124
H 1.040 -6.328 2.972
H 1.337 -7.729 1.921
H 2.043 -7.562 3.535
H 6.694 -5.954 2.342
H 5.913 -4.963 1.020
H 7.181 -6.066 0.618
H 4.353 -8.535 3.246
C 6.232 -2.303 3.822
C 7.325 -1.153 3.744
C 7.623 -0.639 5.191
C 8.594 -1.565 6.014
C 9.833 -2.123 5.280
C 9.477 -2.617 3.903
N 8.616 -1.636 3.215
O 8.481 -1.904 1.954
C 10.809 -2.716 3.066
C 8.775 -3.958 3.989
C 6.884 0.115 2.974
H 5.261 -1.844 3.639
H 6.106 -2.783 4.792
H 6.412 -3.105 3.106
H 7.957 0.397 5.130
H 6.684 -0.705 5.741
H 7.984 -2.401 6.355
H 8.819 -1.092 6.970
H 10.188 -2.980 5.852
H 10.517 -1.276 5.218
H 10.792 -3.385 2.206
H 11.152 -1.732 2.743
H 11.693 -3.006 3.634
H 9.557 -4.680 4.223
H 8.056 -3.957 4.809
H 8.326 -4.433 3.117
H 7.705 0.799 2.760
H 6.208 0.682 3.614
H 6.513 -0.023 1.959
H 9.084 -1.287 1.535
C -3.227 1.539 4.106
C -3.443 0.112 4.584
C -4.597 -0.476 3.671
C -4.734 -2.040 3.820
C -3.430 -2.721 3.446
C -2.213 -2.153 4.208
N -2.235 -0.681 4.159
O -1.050 -0.200 4.638
C -2.195 -2.708 5.622
C -0.963 -2.706 3.602
C -3.930 0.152 6.044
H -3.798 2.270 4.679
H -3.599 1.577 3.082
H -2.197 1.888 4.039
H -5.563 -0.012 3.870
H -4.393 -0.356 2.607
H -5.482 -2.413 3.120
H -5.024 -2.434 4.794
H -3.240 -2.527 2.390
H -3.669 -3.757 3.686
H -1.895 -3.739 5.806
H -1.693 -2.084 6.361
H -3.231 -2.833 5.936
H -0.972 -3.789 3.480
H -0.850 -2.354 2.577
H -0.059 -2.417 4.140
H -4.605 -0.630 6.391
H -4.367 1.085 6.400
H -2.987 -0.006 6.567
H -1.035 -0.566 5.526
C -3.306 3.627 -6.265
C -4.544 3.497 -5.325
C -4.311 3.904 -3.846
C -4.353 5.395 -3.518
C -5.541 6.043 -4.179
C -5.717 5.690 -5.694
N -5.688 4.250 -5.818
O -6.308 3.781 -7.007
C -7.136 6.280 -6.063
C -4.627 6.435 -6.543
C -4.865 2.036 -5.272
H -2.627 2.800 -6.056
H -2.876 4.608 -6.064
H -3.562 3.455 -7.311
H -5.022 3.397 -3.193
H -3.301 3.575 -3.600
H -3.462 5.912 -3.875
H -4.528 5.573 -2.457
H -5.632 7.127 -4.102
H -6.393 5.756 -3.562
H -7.505 5.768 -6.953
H -7.906 6.106 -5.312
H -6.980 7.350 -6.201
H -4.146 5.727 -7.217
H -5.026 7.303 -7.068
H -3.850 6.924 -5.956
H -4.183 1.486 -4.624
H -4.850 1.473 -6.205
H -5.852 1.924 -4.824
H -7.025 3.295 -6.592
C -6.859 -1.301 0.815
C -6.501 -2.239 -0.316
C -7.861 -2.813 -0.961
C -8.568 -1.861 -1.906
C -7.523 -1.312 -2.937
C -6.153 -0.802 -2.385
N -5.664 -1.696 -1.375
O -4.319 -1.480 -0.947
C -5.237 -0.905 -3.674
C -6.304 0.571 -1.820
C -5.833 -3.521 0.217
H -7.462 -1.774 1.590
H -7.396 -0.387 0.562
H -5.919 -0.884 1.178
H -7.848 -3.784 -1.456
H -8.554 -2.977 -0.136
H -9.206 -1.157 -1.372
H -9.304 -2.507 -2.386
H -8.043 -0.539 -3.504
H -7.368 -2.169 -3.592
H -4.286 -0.387 -3.555
H -5.059 -1.947 -3.938
H -5.800 -0.532 -4.530
H -5.444 0.904 -1.239
H -6.466 1.303 -2.612
H -7.265 0.807 -1.362
H -6.373 -4.066 0.991
H -4.897 -3.345 0.747
H -5.625 -4.337 -0.475
H -3.838 -2.160 -1.424
C -2.017 -3.465 -3.020
C -1.002 -4.048 -3.924
C -1.078 -3.301 -5.243
C 0.023 -3.662 -6.266
C 1.326 -3.235 -5.642
C 1.596 -3.842 -4.229
N 0.345 -3.823 -3.313
O 0.391 -4.235 -1.961
C 2.086 -5.244 -4.397
C 2.614 -2.942 -3.550
C -1.235 -5.584 -4.195
H -2.097 -3.935 -2.040
H -3.017 -3.666 -3.405
H -1.924 -2.397 -2.823
H -2.040 -3.560 -5.685
H -1.131 -2.241 -4.997
H -0.190 -3.037 -7.132
H -0.001 -4.684 -6.643
H 1.440 -2.151 -5.635
H 1.950 -3.635 -6.441
H 1.771 -5.953 -3.631
H 1.712 -5.722 -5.302
H 3.175 -5.213 -4.422
H 3.446 -2.765 -4.231
H 2.051 -2.016 -3.437
H 3.116 -3.270 -2.639
H -2.239 -5.794 -4.563
H -1.130 -6.181 -3.289
H -0.528 -5.879 -4.970
H 0.269 -3.387 -1.526
C -9.020 4.683 2.300
C -7.902 4.689 1.173
C -7.881 6.180 0.690
C -6.646 6.725 0.053
C -5.462 6.448 0.923
C -5.382 4.933 1.321
N -6.639 4.366 1.792
O -6.616 3.010 2.241
C -4.933 4.065 0.125
C -4.318 4.903 2.468
C -8.314 3.764 0.006
H -9.013 3.803 2.944
H -9.930 4.578 1.710
H -8.859 5.584 2.891
H -8.632 6.139 -0.099
H -8.180 6.965 1.385
H -6.673 7.777 -0.234
H -6.576 6.311 -0.953
H -5.369 7.008 1.853
H -4.559 6.664 0.351
H -5.310 4.521 -0.791
H -3.853 4.029 -0.023
H -5.360 3.065 0.197
H -4.833 5.182 3.388
H -3.944 3.892 2.632
H -3.478 5.562 2.246
H -7.488 3.719 -0.704
H -9.216 3.987 -0.564
H -8.437 2.729 0.327
H -6.381 3.039 3.171
*
```

Atomic partial charges in e from the Löwdin method, atoms 1 to 2:
1 Hg 1.29
2 C -0.63

- Which of these has the lowest calculated total energy?
  C85H171F12HgN11O17S4